1.
# C3H4N4O

C3H4N4O as an isolated structure (wB97M-V/def2-TZVPD, the Open Molecules 2025 dataset).

Each line ends with the Löwdin charge.
Atoms and positions in Å:
C1 0.42 -0.14 0.55  -0.297
C2 0.08 1.17 0.45  -0.141
C3 0.19 -1.11 -0.57  -0.352
H1 0.61 -0.40 2.75  0.288
H2 0.37 1.76 1.29  0.127
H3 -1.17 2.39 -0.25  0.126
H4 0.60 -2.61 -1.65  0.071
N1 -0.60 1.61 -0.55  -0.014
N2 -1.44 0.71 -1.40  0.053
N3 -0.93 -0.51 -1.50  0.063
N4 0.73 -2.18 -0.74  0.164
O1 1.14 -0.69 1.61  -0.088

- 2S+1 = 1
- charge = 0
- F_max (eV/A) = 6.057
- molar mass (g/mol) = 112.1
- orbital gap (eV) = 8.52
- electronic energy (eV) = -11178.433

2.
# C3H4N4O

C3H4N4O as an isolated structure (wB97M-V/def2-TZVPD, the Open Molecules 2025 dataset).

Each line ends with the Löwdin charge.
Atoms and positions in Å:
C1 0.92 -1.12 -0.37  -0.554
C2 0.23 0.13 0.14  -0.282
C3 -0.28 2.08 -0.02  -0.215
H1 0.89 -3.13 -0.78  0.191
H2 -0.20 -2.49 0.67  0.139
H3 -0.10 3.20 -0.21  0.151
H4 -2.17 1.72 1.09  0.190
N1 0.58 -2.34 -0.06  0.125
N2 0.74 1.30 -0.21  0.141
N3 -1.35 1.47 0.46  -0.012
N4 -1.14 0.11 0.42  0.102
O1 1.88 -0.93 -1.12  0.025

- 2S+1 = 1
- charge = 0
- F_max (eV/A) = 5.022
- molar mass (g/mol) = 112.1
- orbital gap (eV) = 10.21
- electronic energy (eV) = -11182.491

3.
# C3H4N4O

One molecule with the formula C3H4N4O (wB97M-V/def2-TZVPD, the Open Molecules 2025 dataset).

Each line ends with the Löwdin charge.
Atoms and positions in Å:
C1 0.37 2.30 -0.31  -0.008
N1 -0.30 1.54 0.67  -0.034
N2 -0.31 0.24 0.43  -0.129
N3 -1.33 -0.73 0.92  0.004
N4 -1.01 -1.99 0.43  0.014
C2 -0.07 -1.96 -0.41  -0.109
C3 0.54 -0.61 -0.64  -0.244
O1 1.69 -0.32 -1.07  0.000
H1 0.16 3.41 0.11  0.096
H2 0.98 1.89 -1.27  0.102
H3 -1.22 -0.95 1.97  0.171
H4 0.50 -2.83 -0.82  0.136

- 2S+1 = 1
- charge = 0
- F_max (eV/A) = 5.963
- molar mass (g/mol) = 112.1
- orbital gap (eV) = 8.18
- electronic energy (eV) = -11178.077
- structure (SMILES) = C=Nn1[nH]ncc1=O

4.
# C3H4N4O2

C3H4N4O2 as an isolated structure (wB97M-V/def2-TZVPD, the Open Molecules 2025 dataset).

Each line ends with the Löwdin charge.
Atoms and positions in Å:
C1 -1.03 0.46 -1.67  -0.246
C2 0.15 0.10 0.29  -0.364
C3 1.57 0.06 0.67  -0.009
N1 -0.27 -0.47 -1.42  0.209
N2 -1.22 1.55 -0.74  0.115
N3 -0.51 1.33 0.24  0.070
N4 -0.78 -0.88 0.90  -0.352
O1 -0.27 -1.89 1.33  0.108
O2 -1.98 -0.69 0.77  0.080
H1 -1.47 0.25 -2.60  0.096
H2 1.97 0.92 0.09  0.110
H3 2.04 -0.86 0.39  0.082
H4 1.78 0.13 1.75  0.103

- 2S+1 = 1
- charge = 0
- F_max (eV/A) = 4.892
- molar mass (g/mol) = 128.1
- orbital gap (eV) = 9.93
- electronic energy (eV) = -13225.019

5.
# C3H4N4O4

C3H4N4O4 as an isolated structure (wB97M-V/def2-TZVPD, the Open Molecules 2025 dataset).

Each line ends with the Löwdin charge.
Atoms and positions in Å:
C1 -0.58 -0.30 1.53  -0.170
C2 -0.72 0.16 0.14  -0.072
C3 1.15 -0.11 -0.42  -0.013
N1 0.82 -0.34 1.77  0.009
N2 1.65 -0.30 0.88  0.054
N3 -1.60 -0.73 -0.64  -0.392
N4 1.49 1.25 -1.19  -0.387
O1 -2.42 -0.17 -1.33  0.106
O2 1.89 1.08 -2.30  0.107
O3 -1.43 -1.95 -0.55  0.052
O4 1.30 2.27 -0.60  0.092
H1 -1.06 0.35 2.38  0.164
H2 -0.90 -1.47 1.61  0.188
H3 -0.80 1.18 -0.08  0.106
H4 1.21 -0.91 -1.21  0.155

- 2S+1 = 1
- charge = 0
- F_max (eV/A) = 4.562
- molar mass (g/mol) = 160.1
- orbital gap (eV) = 9.39
- electronic energy (eV) = -17317.023

6.
# C3H4N4S

C3H4N4S as an isolated structure (wB97M-V/def2-TZVPD, the Open Molecules 2025 dataset).

Each line ends with the Löwdin charge.
Atoms and positions in Å:
C1 -0.79 0.09 1.78  -0.257
C2 0.28 -0.29 2.55  -0.597
C3 0.38 0.24 -2.68  -0.018
N1 -0.78 -0.21 0.47  0.023
N2 0.62 -1.19 -1.05  0.081
N3 -0.32 1.15 -2.32  0.117
N4 0.17 -0.78 -0.06  -0.353
S1 1.59 -1.00 1.77  0.704
H1 -1.69 0.52 2.17  0.096
H2 0.26 -0.22 3.62  0.042
H3 0.98 -0.23 -3.42  0.074
H4 -0.70 1.93 -2.84  0.087

- 2S+1 = 1
- charge = 0
- F_max (eV/A) = 2.482
- molar mass (g/mol) = 128.2
- orbital gap (spin up / spin down) (eV) = 6.73 / 5.99
- electronic energy (eV) = -19964.925

7.
# C3H4N4S

One molecule with the formula C3H4N4S (wB97M-V/def2-TZVPD, the Open Molecules 2025 dataset).

Each line ends with the Löwdin charge.
Atoms and positions in Å:
H1 -3.89 -0.77 -1.05  0.062
N1 -2.88 -0.78 -0.70  0.037
C1 -2.48 0.37 -0.11  -0.275
N2 -1.41 0.43 0.75  -0.071
N3 -0.42 -0.50 0.62  -0.040
C2 0.84 -0.20 0.02  -0.824
S1 2.08 -1.18 -0.12  0.783
C3 1.32 1.18 -0.12  -0.281
N4 1.53 2.34 -0.35  0.150
H2 -2.86 1.57 -0.35  0.176
H3 -1.46 0.94 1.58  0.118
H4 -0.79 -1.48 0.75  0.166

- 2S+1 = 1
- charge = 0
- F_max (eV/A) = 5.493
- molar mass (g/mol) = 128.2
- orbital gap (eV) = 8.46
- electronic energy (eV) = -19967.604
- structure (SMILES) = [H]/N=C/NNC(=S)C#N

8.
# C3H4N4S

One molecule with the formula C3H4N4S (wB97M-V/def2-TZVPD, the Open Molecules 2025 dataset).

Each line ends with the Löwdin charge.
Atoms and positions in Å:
H1 -0.30 -2.46 2.71  0.041
N1 -0.12 -1.45 2.76  0.138
C1 -0.17 -1.12 1.51  -0.469
N2 -0.58 -2.10 0.53  0.096
N3 -0.53 -1.51 -0.54  0.075
C2 -0.10 -0.13 -0.43  -0.387
C3 0.04 0.65 -1.50  -0.461
S1 0.47 2.36 -1.49  0.747
N4 0.17 0.06 0.91  0.157
H2 -0.07 0.27 -2.54  0.081
H3 1.48 2.15 -0.65  -0.139
H4 0.13 0.91 1.36  0.122

- 2S+1 = 1
- charge = 0
- F_max (eV/A) = 4.204
- molar mass (g/mol) = 128.2
- orbital gap (eV) = 8.03
- electronic energy (eV) = -19969.425
- structure (SMILES) = [H]/N=C1N=N/C(=C/S)N\1

9.
# C3H4N4S

One molecule with the formula C3H4N4S (wB97M-V/def2-TZVPD, the Open Molecules 2025 dataset).

Each line ends with the Löwdin charge.
Atoms and positions in Å:
H1 -0.11 2.20 1.60  0.043
N1 0.79 1.87 1.28  0.172
C1 0.73 0.85 0.57  -0.463
C2 1.95 -0.01 0.35  -0.033
N2 1.67 -1.02 -0.35  0.135
C3 0.27 -1.05 -0.58  -0.470
N3 -0.45 -1.87 -1.26  0.150
H2 0.09 -2.68 -1.46  0.042
N4 -0.28 0.10 -0.02  -0.405
S1 -1.92 0.53 0.01  0.838
H3 2.92 0.23 0.77  0.124
H4 -2.06 -0.56 -0.75  -0.131

- 2S+1 = 1
- charge = 0
- F_max (eV/A) = 2.635
- molar mass (g/mol) = 128.2
- orbital gap (eV) = 8.34
- electronic energy (eV) = -19970.055
- structure (SMILES) = [H]/N=C1C=N/C(=N\[H])N/1S

10.
# C3H4NO

C3H4NO as an isolated structure (wB97M-V/def2-TZVPD, the Open Molecules 2025 dataset).

Each line ends with the Löwdin charge.
Atoms and positions in Å:
C1 1.92 0.16 -0.07  -0.396
C2 0.42 -0.62 -0.04  0.139
C3 0.03 0.81 0.07  -0.064
N1 2.63 -0.78 0.12  0.464
O1 1.40 1.30 -0.08  0.171
H1 0.26 -1.12 0.91  0.154
H2 0.32 -1.00 -1.09  0.177
H3 -0.63 1.17 -0.68  0.133
H4 -0.36 1.37 1.08  0.222

- 2S+1 = 1
- charge = +1
- F_max (eV/A) = 4.987
- molar mass (g/mol) = 70.1
- orbital gap (eV) = 9.26
- electronic energy (eV) = -6700.335

11.
# C3H4NO

An isolated ion of composition C3H4NO and charge +1 (wB97M-V/def2-TZVPD, the Open Molecules 2025 dataset).

Each line ends with the Löwdin charge.
Atoms and positions in Å:
C1 -0.37 -1.54 0.38  0.164
N1 -0.23 -0.83 -0.64  0.193
C2 0.26 0.29 -0.85  -0.277
C3 0.19 1.51 0.03  0.125
O1 0.68 1.33 -1.34  0.272
H1 0.38 -1.81 1.08  0.108
H2 -1.18 -2.36 0.30  0.158
H3 -0.67 1.97 0.19  0.095
H4 0.94 1.42 0.85  0.162

- 2S+1 = 1
- charge = +1
- F_max (eV/A) = 5.678
- molar mass (g/mol) = 70.1
- orbital gap (eV) = 9.86
- electronic energy (eV) = -6701.029
- structure (SMILES) = C=[N+]=C1CO1

12.
# C3H4NO

C3H4NO as an isolated structure (wB97M-V/def2-TZVPD, the Open Molecules 2025 dataset).

Each line ends with the Löwdin charge.
Atoms and positions in Å:
C1 -0.86 -0.35 -0.83  0.162
C2 -0.63 0.75 0.02  0.062
C3 0.67 -0.18 0.45  0.084
N1 -0.34 -1.38 -1.17  0.147
O1 0.72 -1.45 -0.42  0.027
H1 -0.26 1.52 -0.54  0.107
H2 -1.22 1.13 0.81  0.143
H3 1.58 0.33 0.26  0.141
H4 0.34 -0.37 1.41  0.127

- 2S+1 = 1
- charge = +1
- F_max (eV/A) = 3.521
- molar mass (g/mol) = 70.1
- orbital gap (eV) = 8.76
- electronic energy (eV) = -6698.914

13.
# C3H4NO2

An isolated ion of composition C3H4NO2 and charge +1 (wB97M-V/def2-TZVPD, the Open Molecules 2025 dataset).

Each line ends with the Löwdin charge.
Atoms and positions in Å:
N1 -1.45 -0.44 -0.03  0.248
C1 0.01 -0.21 0.19  -0.471
O1 0.67 -1.20 0.38  0.129
C2 0.71 0.99 -0.05  0.057
C3 1.96 0.49 -0.03  -0.117
O2 3.02 0.12 0.05  0.351
H1 -1.50 -0.93 -1.04  0.258
H2 -2.18 0.28 0.01  0.170
H3 -1.72 -1.09 0.85  0.249
H4 0.47 1.99 -0.33  0.126

- 2S+1 = 1
- charge = +1
- F_max (eV/A) = 3.220
- molar mass (g/mol) = 86.1
- orbital gap (eV) = 10.10
- electronic energy (eV) = -8751.671
- structure (SMILES) = [NH3+]C(=O)C=C=O

14.
# C3H4NO3

An isolated ion of composition C3H4NO3 and charge -1 (wB97M-V/def2-TZVPD, the Open Molecules 2025 dataset).

Each line ends with the Löwdin charge.
Atoms and positions in Å:
C1 0.97 -1.04 -0.09  -0.254
C2 -1.38 -0.43 -0.07  -0.196
C3 -0.05 -0.02 -0.09  -0.413
N1 0.14 1.30 -0.07  -0.085
O1 1.48 1.77 0.10  -0.167
O2 -2.37 0.52 0.11  -0.067
O3 2.19 -0.90 0.05  -0.059
H1 0.56 -2.07 -0.21  0.098
H2 -1.71 -1.45 -0.14  0.068
H3 -1.88 1.35 0.27  0.058
H4 2.04 0.98 0.14  0.018

- 2S+1 = 1
- charge = -1
- F_max (eV/A) = 0.931
- molar mass (g/mol) = 102.1
- orbital gap (spin up / spin down) (eV) = 5.72 / 5.81
- electronic energy (eV) = -10806.253

15.
# C3H4NO5

An isolated ion of composition C3H4NO5 and charge -1 (wB97M-V/def2-TZVPD, the Open Molecules 2025 dataset).

Each line ends with the Löwdin charge.
Atoms and positions in Å:
C1 0.48 0.57 -2.10  -0.103
O1 0.75 1.37 -0.96  -0.110
C2 0.33 0.87 0.24  -0.132
N1 -0.82 0.31 0.48  -0.350
O2 -1.75 0.18 -0.35  -0.076
O3 -1.01 -0.13 1.73  -0.062
C3 -0.21 -1.55 2.28  -0.666
O4 0.60 -1.88 1.48  0.056
O5 -0.69 -1.81 3.33  0.066
H1 1.05 -0.37 -2.06  0.091
H2 0.81 1.16 -2.96  0.078
H3 -0.59 0.35 -2.16  0.069
H4 1.04 0.93 1.05  0.139

- 2S+1 = 1
- charge = -1
- F_max (eV/A) = 1.332
- molar mass (g/mol) = 134.1
- orbital gap (eV) = 7.90
- electronic energy (eV) = -14901.752
- structure (SMILES) = CO/C=[N+](\[O-])OC(=O)[O-]

16.
# C3H4NO5S

C3H4NO5S as an isolated structure (wB97M-V/def2-TZVPD, the Open Molecules 2025 dataset).

Each line ends with the Löwdin charge.
Atoms and positions in Å:
C1 -0.15 -1.27 -0.14  -0.713
C2 -1.17 -0.26 -0.67  -0.092
C3 -1.09 0.48 0.72  -0.158
N1 -0.10 -0.55 1.17  0.098
O1 1.08 1.79 -0.35  -0.286
O2 -0.19 -2.48 -0.21  0.011
O3 3.13 0.54 -0.42  -0.291
O4 1.13 -0.59 -0.91  -0.210
O5 1.44 0.16 1.36  -0.207
S1 1.73 0.56 -0.13  0.411
H1 -0.83 0.38 -1.50  0.097
H2 -2.24 -0.68 -0.93  0.134
H3 -0.66 1.52 0.81  0.112
H4 -2.08 0.42 1.21  0.095

- 2S+1 = 1
- charge = -1
- F_max (eV/A) = 3.522
- molar mass (g/mol) = 166.1
- orbital gap (eV) = 9.19
- electronic energy (eV) = -25736.721

17.
# C3H4NOP

One molecule with the formula C3H4NOP (wB97M-V/def2-TZVPD, the Open Molecules 2025 dataset).

Each line ends with the Löwdin charge.
Atoms and positions in Å:
C1 -0.53 0.14 -0.02  -0.318
C2 1.39 -0.74 0.99  0.018
C3 -1.49 -0.30 0.80  0.028
N1 0.85 -0.04 -0.03  -0.346
O1 0.41 1.49 -2.27  -0.459
P1 1.47 0.67 -1.83  0.972
H1 -0.83 0.66 -0.93  0.055
H2 2.52 -0.73 1.03  -0.012
H3 -1.29 -1.01 1.55  0.031
H4 -2.51 -0.15 0.70  0.030

- 2S+1 = 1
- charge = 0
- F_max (eV/A) = 5.080
- molar mass (g/mol) = 101.0
- orbital gap (eV) = 6.53
- electronic energy (eV) = -15998.029

18.
# C3H4NOS

A 2-piece molecular cluster, C3H4NOS overall (wB97M-V/def2-TZVPD, the Open Molecules 2025 dataset).

Each line ends with the Löwdin charge.
Atoms and positions in Å:
C1 0.27 0.47 -0.40  -0.382
C2 -2.47 0.18 0.31  -0.918
C3 1.19 -0.50 0.28  -0.210
N1 0.74 1.27 -1.25  -0.067
O1 -2.81 1.08 0.98  -0.030
S1 -2.82 -1.33 -0.05  0.522
H1 1.06 -0.42 1.43  0.074
H2 0.89 -1.49 0.22  0.003
H3 2.25 -0.41 0.06  0.029
H4 1.70 1.15 -1.59  -0.022

- 2S+1 = 1
- charge = -1
- F_max (eV/A) = 2.999
- molar mass (g/mol) = 102.1
- orbital gap (spin up / spin down) (eV) = 5.51 / 5.51
- electronic energy (eV) = -17546.942

19.
# C3H4NOS

An isolated ion of composition C3H4NOS and charge +1 (wB97M-V/def2-TZVPD, the Open Molecules 2025 dataset).

Each line ends with the Löwdin charge.
Atoms and positions in Å:
C1 1.59 -1.05 -0.70  0.040
C2 0.11 0.95 -0.57  -0.131
C3 -0.87 0.02 0.28  -0.134
N1 1.12 0.05 -0.87  0.034
O1 0.45 -1.69 1.71  -0.358
S1 -0.03 -1.74 0.35  1.151
H1 -0.32 1.40 -1.42  0.135
H2 0.58 1.76 -0.17  0.111
H3 -0.78 0.27 1.33  0.099
H4 -1.85 0.03 0.07  0.054

- 2S+1 = 1
- charge = +1
- F_max (eV/A) = 5.425
- molar mass (g/mol) = 102.1
- orbital gap (eV) = 8.31
- electronic energy (eV) = -17536.099

20.
# C3H4NP

One molecule with the formula C3H4NP (wB97M-V/def2-TZVPD, the Open Molecules 2025 dataset).

Each line ends with the Löwdin charge.
Atoms and positions in Å:
C1 1.21 0.24 -0.69  -0.037
C2 -1.33 0.27 0.96  -0.677
C3 0.51 -0.80 -0.30  -0.308
N1 -0.51 -0.77 0.64  -0.060
P1 -1.65 1.76 0.21  0.783
H1 2.04 0.14 -1.50  0.094
H2 -2.15 -0.14 1.71  0.076
H3 1.20 1.17 -0.27  -0.007
H4 0.68 -1.87 -0.76  0.136

- 2S+1 = 1
- charge = 0
- F_max (eV/A) = 5.406
- molar mass (g/mol) = 85.0
- orbital gap (spin up / spin down) (eV) = 6.62 / 6.04
- electronic energy (eV) = -13949.789